1.
{"formula": "C5H4N2", "method": "ωB97M-V/def2-TZVPD", "elements": ["H", "C", "H", "N", "H", "C", "N", "H", "C", "C", "C"], "xyz": [[0.26, 0.11, -1.54], [0.04, 0.16, -0.46], [3.23, 0.74, 1.40], [-1.72, 2.07, -0.12], [-2.40, -0.76, -0.34], [-1.75, -1.60, -0.02], [-0.52, -1.17, -0.04], [0.22, -1.80, 0.24], [2.31, 0.59, 0.86], [1.28, 0.43, 0.27], [-0.95, 1.23, -0.26]], "lowdin_charge": [0.16, -0.30, 0.04, 0.18, 0.00, 0.03, -0.10, 0.11, 0.15, -0.09, -0.18], "total_charge": 0, "homo_ev": -8.90, "e_tot_ha": -302.2609, "gap_ev": 9.5}


2.
{"formula": "C26H29GeN2O2PdS", "method": "ωB97M-V/def2-TZVPD", "elements": ["C", "N", "H", "C", "C", "H", "S", "C", "C", "Pd", "C", "H", "C", "C", "C", "C", "H", "H", "C", "C", "H", "H", "H", "N", "H", "H", "C", "H", "C", "C", "C", "O", "H", "C", "H", "C", "H", "H", "C", "H", "C", "H", "H", "C", "H", "H", "H", "O", "H", "H", "H", "Ge", "H", "C", "C", "H", "C", "H", "C", "H", "H", "C"], "xyz": [[0.30, -2.40, 0.99], [2.01, -1.25, -0.19], [1.89, 3.18, 1.45], [-3.30, -0.94, -4.61], [3.05, -1.27, -1.01], [3.52, -4.58, -1.49], [-1.69, -0.79, 1.22], [1.32, -4.87, 0.13], [1.46, -2.43, 0.17], [1.20, 0.50, 1.02], [-1.54, -0.75, -2.81], [0.86, 4.41, -0.04], [2.12, 1.72, 3.04], [3.61, -2.44, -1.50], [-2.87, -0.93, -3.17], [-1.89, 2.91, -1.47], [-2.45, -1.02, -5.28], [1.70, -5.82, -0.20], [-3.46, -1.01, -0.82], [3.09, -3.66, -1.12], [4.53, -0.66, 3.12], [-3.83, -0.01, -4.85], [-0.12, -0.51, -1.22], [-0.16, -1.14, 1.38], [-0.41, 2.02, 2.42], [0.25, 4.78, 1.59], [2.87, 0.66, 3.51], [-3.98, -1.76, -4.80], [2.34, 2.24, 1.74], [3.31, 1.62, 0.92], [-2.98, 3.80, 1.43], [-2.64, -1.55, 1.95], [-4.19, -1.15, -0.04], [-0.70, 1.64, 1.44], [2.71, 0.30, 4.52], [-0.03, 4.62, 0.55], [-3.73, 3.02, 1.50], [-3.42, 4.67, 0.93], [3.89, 0.11, 2.72], [-0.46, 5.55, 0.18], [-3.83, -1.05, -2.16], [1.43, 2.23, 3.71], [-2.72, 2.22, -1.57], [-1.16, -0.68, -1.48], [-1.16, -3.54, 2.03], [3.44, -0.30, -1.30], [-1.04, 2.52, -2.04], [-1.74, 0.68, 1.74], [-0.25, -5.74, 1.25], [4.91, 0.19, 0.85], [3.54, 2.06, -0.04], [-1.40, 3.21, 0.41], [-2.18, 3.86, -1.91], [0.21, -4.81, 0.94], [1.97, -3.68, -0.28], [-0.79, -0.66, -3.59], [4.10, 0.59, 1.44], [-4.87, -1.18, -2.42], [-2.12, -0.82, -0.50], [-2.68, 4.11, 2.43], [4.47, -2.40, -2.16], [-0.30, -3.59, 1.38]], "lowdin_charge": [-0.26, 0.03, 0.08, -0.03, -0.12, 0.13, 0.78, -0.02, -0.17, 0.83, -0.02, 0.02, -0.11, -0.03, -0.25, -0.20, 0.08, 0.12, -0.04, 0.02, 0.12, 0.09, 0.08, -0.19, 0.04, 0.02, -0.07, 0.09, -0.20, -0.14, -0.20, -0.22, 0.12, -0.29, 0.12, -0.22, 0.02, 0.03, -0.06, 0.03, -0.02, 0.12, 0.02, -0.06, 0.11, 0.11, 0.01, -0.31, 0.12, 0.11, 0.11, 0.84, 0.03, -0.05, -0.15, 0.12, -0.11, 0.13, -0.27, 0.03, 0.11, 0.01], "total_charge": 1, "homo_ev": [-11.05, -11.05], "e_tot_ha": -3870.8478, "gap_ev": [7.1, 7.1]}


3.
{"formula": "C27H44N3P3PrSe", "method": "ωB97M-V/def2-TZVPD", "elements": ["H", "C", "H", "C", "C", "H", "H", "C", "H", "C", "P", "C", "C", "H", "P", "H", "H", "C", "H", "C", "H", "H", "P", "H", "C", "H", "H", "H", "H", "H", "C", "C", "C", "H", "H", "H", "H", "C", "H", "H", "H", "H", "H", "C", "H", "H", "C", "H", "N", "N", "H", "C", "C", "H", "H", "H", "C", "H", "Se", "H", "C", "H", "H", "Pr", "H", "H", "C", "C", "C", "H", "H", "H", "C", "N", "C", "C", "H", "H", "C"], "xyz": [[2.06, 4.91, -7.04], [-2.29, 3.90, -0.19], [-2.44, -3.01, 0.42], [-0.11, 1.81, 6.44], [-1.96, -2.67, 1.34], [-3.34, 3.59, -0.26], [-1.83, 3.87, 0.81], [0.23, -4.41, -1.41], [0.44, 1.65, 2.48], [2.98, -0.29, 1.88], [-1.80, -0.96, -2.32], [0.41, 1.03, 7.49], [-3.35, -0.18, 1.02], [3.65, -0.81, 1.21], [-1.66, -0.85, 1.31], [-3.63, -2.35, -3.09], [0.96, 5.49, -4.88], [1.17, 3.50, -4.05], [-3.34, 0.51, -3.47], [1.51, 0.85, 4.94], [-3.26, 0.89, 0.77], [-3.65, 0.53, -1.71], [1.34, -2.97, -1.19], [0.82, -5.34, -1.48], [-1.57, 4.29, -1.26], [0.06, 2.35, 4.36], [-2.60, -2.91, 2.20], [-2.53, -3.26, -2.01], [2.01, -3.85, 0.98], [-0.72, -0.37, -4.43], [3.03, -0.18, 3.23], [1.32, 4.48, -5.05], [2.35, -3.12, -2.72], [2.90, 2.59, -7.43], [1.51, 1.49, -1.45], [2.91, -0.57, 5.80], [-0.36, -4.29, -2.33], [1.50, 0.19, 7.26], [3.73, -0.59, 3.94], [-0.46, -4.49, -0.56], [-0.77, -2.14, -4.19], [3.34, -2.95, 0.21], [-0.96, 2.47, 6.63], [-3.04, -2.29, -2.16], [-2.02, 4.32, -2.26], [1.69, -3.09, -3.60], [2.28, 1.88, -5.49], [-0.55, 4.67, -1.16], [1.95, 0.62, 3.62], [-0.66, 1.16, 9.87], [-1.54, 0.53, 3.32], [1.65, 2.21, -4.27], [0.45, 1.73, 5.17], [2.65, 0.87, -5.65], [-2.26, -1.27, -4.67], [-2.28, 1.45, -2.38], [-1.34, -1.21, -4.08], [3.04, -2.27, -2.79], [1.46, 0.77, -2.92], [-3.72, -2.12, -1.32], [1.29, 0.97, 2.49], [-3.86, -0.69, 0.20], [0.68, 3.74, -3.11], [0.57, -0.18, -0.63], [-2.43, -0.99, 3.61], [-3.94, -0.28, 1.94], [-2.87, 0.53, -2.48], [2.07, 0.10, 5.98], [1.94, 4.15, -6.26], [2.91, -4.06, -2.71], [-1.00, -3.18, 1.46], [-0.65, -1.00, 3.53], [2.53, -3.67, 0.03], [1.86, 0.41, 1.40], [2.42, 2.85, -6.48], [-1.56, -0.55, 3.12], [2.95, -4.61, -0.36], [1.90, -0.42, 8.07], [-0.18, 1.10, 8.80]], "lowdin_charge": [0.13, -0.07, 0.03, 0.01, -0.24, 0.06, 0.05, -0.23, 0.13, -0.08, 0.73, -0.20, -0.24, 0.11, 0.75, 0.07, 0.13, -0.10, 0.07, -0.19, 0.04, 0.04, 0.73, 0.08, -0.08, 0.11, 0.07, 0.04, 0.06, 0.02, 0.03, -0.03, -0.24, 0.13, -0.08, 0.11, 0.05, 0.02, 0.13, 0.04, 0.05, 0.04, 0.14, -0.24, 0.06, 0.05, -0.10, 0.05, 0.02, 0.21, 0.04, -0.46, -0.01, 0.11, 0.07, 0.03, -0.26, 0.04, 0.97, 0.04, -0.13, 0.03, 0.09, 0.46, 0.07, 0.07, -0.23, 0.02, -0.01, 0.07, 0.04, 0.06, -0.24, -0.12, -0.03, -0.26, 0.07, 0.14, -0.15], "spin_multiplicity": 3, "total_charge": 3, "homo_ev": [-15.89, -15.89], "e_tot_ha": -5161.0242, "gap_ev": [5.8, 5.9]}